38
Properties=species:S:1:pos:R:3:forces:R:3:mulliken_charge:R:1 method="wB97M-V/def2-TZVPD" e_tot_ev=-20849.7029 charge=+1
O -2.23405 3.37660 -2.63586 0.1 -0.2 0.1 -0.624
N 1.42979 -0.23386 1.68743 -0.3 0.0 -2.0 0.092
H 0.54114 0.95416 3.08635 -0.1 0.4 0.6 0.439
H -0.21020 -0.62603 2.81285 -0.4 0.2 0.0 0.484
H 2.85677 2.80850 -2.71019 0.1 0.1 -0.5 0.296
C -1.15445 0.42023 0.04705 0.1 0.7 0.0 0.844
C -0.32574 -0.18905 -0.82005 0.3 0.4 0.1 -1.034
H -2.77554 0.24695 -1.15832 0.3 0.1 0.0 0.267
H 2.14350 -0.63081 2.28593 0.1 0.3 0.4 0.422
H 1.86956 -2.71169 0.07635 0.0 -0.4 -0.2 0.301
C -0.80217 1.00401 1.43900 -0.2 -0.7 -0.7 -0.326
H 3.31151 -2.38232 -0.31785 0.0 -0.1 0.0 0.341
H -1.83757 4.24533 -2.52381 -0.1 0.0 0.0 0.315
N -2.48180 0.60861 -0.26542 -0.3 -0.3 0.0 -0.177
H -4.14892 1.80948 -0.45828 0.0 0.0 -0.2 0.395
H 1.14434 -1.02704 1.09668 -0.3 -0.2 0.3 -0.069
H -2.78366 2.70174 0.19422 0.4 -0.1 -0.4 0.320
H -0.58713 -0.47576 -1.82877 -0.4 0.1 0.1 0.269
H 2.74708 2.40212 0.06950 0.0 0.0 -0.3 0.226
H -0.28787 -5.15989 -0.32418 0.0 -0.7 0.3 0.294
H -1.75971 0.98484 1.95644 0.1 0.0 0.4 0.374
H -3.09443 3.42736 -2.21047 0.0 0.1 0.0 0.310
H 2.16054 1.60786 -1.17291 0.1 0.0 0.2 0.371
H -3.67886 1.63354 1.19308 0.1 -0.4 0.0 0.318
O 2.22777 1.63738 -0.19868 -0.1 -0.1 0.2 -0.629
O -0.48028 -2.30962 1.27922 0.4 -0.5 -0.3 -0.553
O 2.78704 -2.86947 0.32759 -0.1 0.5 0.2 -0.635
H 2.67876 1.78798 -3.88434 0.0 0.2 0.0 0.297
O 2.58358 1.91449 -2.93656 -0.1 -0.1 0.5 -0.661
H 0.35252 -5.48387 1.12497 -0.2 -0.5 -0.3 0.290
H 1.80896 0.45417 0.98498 0.2 0.0 0.7 0.230
H -0.52408 2.05598 1.38819 0.1 0.0 -0.4 0.366
H 0.72729 -0.21539 -0.63877 0.2 -0.2 0.1 0.023
C -3.27500 1.72513 0.17834 -0.6 0.6 0.8 -1.137
H -0.19970 -3.19934 0.96688 -0.3 0.0 0.4 0.374
H -0.98359 -1.96340 0.53087 0.0 0.2 0.1 0.316
C 0.18461 0.26850 2.34379 0.5 -0.4 0.2 -1.119
O 0.18010 -4.83096 0.44462 0.3 1.0 0.0 -0.610